Record 1
# CuH9HfO17S3

A structure of composition CuH9HfO17S3 (ωB97M-V/def2-TZVPD, OMol25).

The geometry in XYZ format:
```
31
Properties=species:S:1:pos:R:3:forces:R:3:mulliken_charge:R:1
Hf -0.005749 -1.537651 -0.693631 -1.6978 8.5600 -1.4987 1.4032
Cu 1.464033 2.341326 -0.425966 0.5004 -1.2880 -1.1744 0.5650
S 3.400851 -0.315284 -1.457936 7.4417 4.1218 0.4700 1.0333
S 0.370483 1.134278 -3.118821 -1.9475 2.0196 -3.0356 1.1583
S -2.973481 -1.166688 -1.447990 -2.9123 0.8334 -3.0207 1.2153
O 3.401517 1.098355 -1.063864 -1.4242 1.6673 0.7281 -0.7148
O 2.041866 -0.679608 2.253208 0.4819 -0.7195 0.6364 -0.6354
O 2.195398 -0.876873 -1.021358 -9.7199 -5.4958 3.1812 -0.7801
O 1.397949 0.457856 -3.919174 1.0518 -0.7541 -1.4096 -0.4194
O -0.765378 -1.947287 1.653142 0.8038 -1.3125 -1.3117 -0.4648
O -0.765040 1.491030 -4.012601 1.7785 -1.0743 1.1365 -0.5740
O -3.466941 -0.045942 -2.180055 0.1351 0.7050 -0.0517 -0.5879
O 0.922075 2.349126 -2.555187 0.3159 0.6588 2.0831 -0.6327
O -0.350792 2.734924 2.183523 0.0981 0.4991 0.1257 -0.6476
O -1.788262 -0.215383 3.434181 0.1348 0.0487 -0.0860 -0.6861
O 4.527391 -0.944221 -0.820990 0.4183 -1.1809 0.4076 -0.6609
O -4.017230 -2.065158 -1.083868 -0.4024 -1.4762 0.7406 -0.6415
O 0.309038 0.343383 0.599876 -1.2206 -1.5920 -1.1719 0.1399
O -1.830748 -1.781762 -2.166619 3.9776 -3.5561 -1.7383 -0.7142
O -2.143606 -0.810969 -0.314400 3.5360 1.7636 6.0658 -0.6381
O 3.511493 -0.431687 -2.870305 -0.4339 -0.4735 -3.6068 -0.5385
O -0.041650 0.147411 -2.124202 -0.8935 -2.6092 3.0481 0.1327
H -1.168105 2.530195 2.637741 -0.1928 0.0070 0.0849 0.2933
H -2.454044 -0.216892 2.746459 -0.4499 0.1189 -0.3915 0.3025
H -0.074444 1.902636 1.799904 0.2762 -0.4356 -0.1583 0.3976
H -0.634977 0.446372 0.829558 0.3403 0.2389 -0.3814 0.2131
H -0.752428 -1.221376 2.276938 0.5730 0.5991 0.4388 0.3784
H 1.658161 -0.033001 1.660842 -0.2857 0.2841 -0.4648 0.2144
H -1.572121 -2.421774 1.853785 -0.3855 -0.2428 -0.2114 0.3105
H 1.858592 -0.340841 3.129502 0.0695 0.0496 0.2464 0.2842
H -2.253852 0.075508 4.218308 0.0332 0.0354 0.3197 0.2942
```
Forces are in eV/Å.

Its spin multiplicity is 2. The value obtained for the HOMO energy (alpha / beta) is -5.98 / -5.16 eV. Its total charge is -1. Its expectation value of S² is 0.7606.

Record 2
# F10KN5NaO20S10

A structure of composition F10KN5NaO20S10 (ωB97M-V/def2-TZVPD, OMol25).

The geometry in XYZ format:
```
47
Properties=species:S:1:pos:R:3:forces:R:3:mulliken_charge:R:1
K -17.965352 6.553051 -38.655918 -0.4435 -0.4538 0.2058 1.0073
S -20.379402 6.504813 -46.193378 -0.5176 -4.6379 -4.2472 0.9811
S -19.147623 10.012453 -39.121924 1.8452 0.1075 1.2761 0.8502
S -16.085960 10.815897 -43.329611 -3.5395 -2.1759 2.7904 0.9908
S -19.072652 4.316728 -42.600170 -0.4620 1.3964 -5.2869 0.9182
S -19.691931 8.369184 -44.807650 -1.9835 3.5646 3.5666 0.9413
S -14.741524 6.642024 -41.243816 -1.4943 -2.9986 -1.4555 0.7793
S -19.154587 2.834347 -40.710849 1.1560 -3.0571 -0.6123 1.0577
S -15.076094 12.937145 -43.714435 0.9978 3.9423 -0.0021 1.0552
S -20.900530 9.043150 -40.497661 -4.6892 -2.3472 -3.5641 0.9155
S -15.041049 8.260836 -39.498972 0.7365 4.4343 3.8126 0.7526
Na -17.994203 7.702477 -41.418569 -0.0940 0.3820 -1.7694 1.4353
F -16.003125 8.492226 -38.222502 -0.6809 -0.0121 0.2071 -0.3317
F -15.751078 5.793886 -42.121741 -0.0336 0.3157 0.0980 -0.1783
F -16.898569 10.105500 -42.078050 0.7461 0.2435 -0.2908 -0.0225
F -18.268864 4.592365 -43.948406 0.0645 -0.5099 0.6699 -0.2870
F -18.416731 9.295641 -37.888094 0.0424 -0.4030 0.2848 -0.3147
F -20.959110 7.899205 -41.606396 0.0796 -0.1387 0.3552 -0.2137
F -20.899949 9.366227 -44.388237 0.2373 0.0155 0.0483 -0.3691
F -14.964922 14.456656 -43.083736 0.0104 -0.6757 0.1169 -0.3446
F -21.252207 5.173522 -46.057952 -0.1483 -0.4113 0.6474 -0.3171
F -18.338489 1.566676 -40.157606 0.0304 0.2572 -0.1645 -0.2962
O -18.924580 8.377473 -43.588758 0.5477 -0.5876 -0.8619 -0.3773
O -21.070728 7.058768 -47.331598 0.6142 0.8484 0.3618 -0.6643
O -19.240805 9.067230 -45.975262 0.3514 -1.7551 0.1359 -0.5362
O -14.157773 7.568168 -42.140592 -0.0425 0.2590 0.5626 -0.4451
O -13.904310 7.715380 -38.794875 -0.3445 -0.3173 -1.1432 -0.6266
O -15.937613 13.210144 -44.847798 1.5648 -0.4203 0.2036 -0.6067
O -20.239877 10.672945 -38.466160 0.1807 -0.5487 -0.6589 -0.5966
O -18.744547 5.519914 -41.870323 -0.5199 -0.4514 0.6420 -0.2697
O -21.016777 10.215486 -41.315656 1.0447 0.0131 1.2485 -0.5404
O -13.668418 12.592813 -43.847299 -1.5767 0.2530 -0.4620 -0.6275
O -18.930469 3.801697 -39.676352 0.0432 0.3338 -0.0149 -0.5766
O -19.053014 5.957064 -46.407782 -0.6761 1.0937 0.1523 -0.6060
O -17.163325 10.832245 -44.277042 1.3347 0.2512 -0.0577 -0.5172
O -14.953614 9.956090 -43.482968 -0.1520 0.8308 -0.3489 -0.5394
O -18.110644 10.783948 -39.711282 -0.5729 -0.4995 -0.1029 -0.4703
O -20.407180 4.061129 -43.110140 1.3409 0.8566 1.4504 -0.5461
O -13.940439 5.624885 -40.626651 -0.5270 0.7384 0.0730 -0.5706
O -20.463294 2.311543 -40.927969 -0.0950 0.2490 0.7160 -0.5942
O -22.020765 8.714341 -39.653735 0.8138 0.3164 0.1694 -0.6810
O -14.913445 9.571809 -40.057982 -0.0132 -1.1343 0.1102 -0.4631
N -16.016557 7.285140 -40.231886 3.2374 -1.5675 -2.0647 -0.1231
N -15.852212 12.264481 -42.509328 0.6817 -2.1367 -2.1334 -0.2939
N -19.505142 8.558650 -39.929362 0.6267 3.6172 1.8345 -0.1614
N -18.327431 2.968563 -42.166088 -1.3472 1.2426 3.3187 -0.4704
N -20.669209 7.073927 -44.810219 1.6252 1.6775 0.1834 -0.1059
```
Forces are in eV/Å.

Its spin multiplicity is 1. The value obtained for the HOMO energy is -2.55 eV. The relative energy (zero: lowest compared OMol25 entry of this formula, charge and spin) is 88.3 kcal per mole. Its total charge is -3.

Record 3
# F12K2N6O24S12

A structure of composition F12K2N6O24S12 (ωB97M-V/def2-TZVPD, OMol25).

The geometry in XYZ format:
```
56
Properties=species:S:1:pos:R:3:forces:R:3:mulliken_charge:R:1
K 1.745471 -3.077604 -1.097499 -0.5118 0.7108 -0.6458 0.9223
K 3.509294 -0.964250 1.858716 -0.5912 0.3539 -0.1207 0.9033
S 3.097023 -4.100311 6.590616 3.0010 -4.3755 2.1545 1.0853
S 1.913138 -2.407801 5.488024 -1.5252 4.6138 -3.6005 1.0097
S 0.914651 0.645970 -0.306280 2.2067 5.6397 -4.1907 1.0798
S 3.160969 -1.341396 -4.156572 -2.5101 0.3529 -0.8275 1.0242
S -5.930638 2.854238 1.163611 -0.5844 1.4494 2.6433 1.1133
S 4.908019 -2.033684 -2.627308 4.5820 -3.8829 1.8546 0.9088
S -0.218274 6.189732 0.576710 2.9676 1.6376 5.3936 0.9508
S -1.398354 4.914141 -1.088084 -3.1194 -3.0666 -0.7671 0.9937
S -1.542768 -2.196209 -4.964532 0.5536 1.5695 -3.4955 1.1071
S -1.988082 -2.415773 -2.555274 -1.9896 -1.8685 1.4967 0.8724
S -0.332626 -0.697897 1.184362 -1.0968 -3.8146 3.9312 0.9079
S -3.804170 1.765022 0.321925 1.5058 -2.3629 -0.9332 1.1904
F -2.947402 4.566491 -1.195067 0.2008 0.2148 -0.1603 -0.2790
F 4.606375 -4.714212 6.702152 -0.2200 0.1991 -0.2453 -0.3403
F 2.331555 0.501828 -1.125761 -0.3887 0.1891 -0.0945 -0.3408
F -3.787509 0.146098 0.490163 -0.3248 0.7338 0.0749 -0.3017
F -2.205679 -3.787661 -1.732305 0.3751 -0.1065 0.0495 -0.3671
F 2.845976 -1.852942 -5.611386 -0.0869 -0.2023 0.2854 -0.2569
F -2.506210 -2.487987 -6.253074 0.4569 0.0029 -0.0762 -0.3568
F 5.307911 -3.478406 -1.900638 0.0856 -0.1072 -0.0718 -0.3765
F -7.411950 3.141290 0.670774 -0.7391 -0.3407 -0.6190 -0.3090
F 0.309857 -1.402701 2.515267 0.4685 -0.2797 -0.2920 -0.3024
F -0.582203 6.987443 1.979521 -0.1922 0.2854 -0.3259 -0.3751
F 2.264369 -1.464735 4.180408 0.8048 0.0347 0.3124 -0.2309
O 4.340486 -1.437359 -1.465361 -0.2490 1.5534 0.4124 -0.3814
O 2.364421 -5.229180 6.072199 0.3280 0.9690 0.1455 -0.5778
O 1.173074 1.814402 0.500862 0.1906 -1.4706 -0.0455 -0.6192
O 1.924924 -1.216818 -3.439361 0.8349 -0.2865 -0.6791 -0.2398
O 3.923445 -0.141636 -4.405108 0.1744 -1.3110 0.5221 -0.5931
O -5.363602 4.182033 1.157410 -0.2622 -0.6518 -0.0096 -0.6010
O -0.840207 0.469507 1.817111 0.4872 0.3264 -1.4834 -0.4825
O 0.131024 7.300986 -0.274923 0.1682 -0.7571 0.0277 -0.6167
O -2.979412 1.938389 -0.831871 -1.3375 0.0873 0.2862 -0.4573
O -6.165463 2.256209 2.478451 0.1491 0.3739 -1.4489 -0.6595
O 0.806584 5.316484 1.137321 -0.2563 0.9850 -1.6809 -0.5842
O 1.517682 -1.392507 6.425832 0.5297 -1.3182 0.1117 -0.5682
O -1.228419 -1.735628 0.775869 0.5659 0.5375 -0.8697 -0.5612
O -1.725483 -0.772416 -4.757891 0.1826 -1.5549 0.1170 -0.5481
O -0.748146 3.631976 -1.205688 -0.0443 1.8675 0.5326 -0.3147
O -0.130269 0.768581 -1.286109 0.9868 -1.0462 1.1742 -0.3897
O -3.085656 -1.637346 -2.102812 0.3961 0.1675 -0.6262 -0.4833
O 6.211696 -1.701295 -3.163787 -1.4401 0.8992 0.6621 -0.6386
O 2.867429 -3.716068 7.944791 -0.6275 0.2059 0.3073 -0.6000
O -0.649306 -2.031015 -2.211643 -0.0481 -0.5555 -0.7302 -0.1165
O -0.242419 -2.650555 -5.387273 -0.4092 0.1688 -0.0821 -0.5985
O -1.230569 5.849867 -2.161937 0.3378 0.3449 0.3724 -0.6189
O -3.277928 2.218288 1.578827 -1.1915 0.1413 -0.5006 -0.5735
O 0.899562 -3.201356 4.848960 1.1101 -0.5217 1.4008 -0.4836
N -2.268389 -3.197489 -4.036088 0.6879 1.5942 3.1947 -0.5242
N -5.453281 1.897144 0.024036 2.2038 0.3303 0.7419 -0.4077
N -1.588189 5.511506 0.462578 0.2180 -0.6809 -3.4752 -0.1646
N 3.932289 -2.717522 -3.599452 -1.2418 2.4751 -1.6764 -0.3672
N 3.479440 -2.923833 5.641538 -2.9037 0.0624 -0.4191 -0.2627
N 1.145935 -0.742041 0.355038 -2.8678 -0.5154 1.9884 -0.1989
```
Forces are in eV/Å.

Its spin multiplicity is 1. The value obtained for the HOMO energy is -0.54 eV. The relative energy (zero: lowest compared OMol25 entry of this formula, charge and spin) is 12.5 kcal per mole. Its total charge is -4.

Record 4
# F24P4Zn

A structure of composition F24P4Zn (ωB97M-V/def2-TZVPD, OMol25).

The geometry in XYZ format:
```
29
Properties=species:S:1:pos:R:3:forces:R:3:mulliken_charge:R:1
Zn 0.057689 -0.001873 0.138667 0.2013 0.0627 -0.2021 1.7747
P -3.693501 -1.661133 1.170207 -0.4811 -0.9039 1.3996 1.1504
P -0.454981 2.759747 -2.974693 3.3756 -0.7221 -1.9860 1.1512
P 2.545439 -2.638523 -1.705993 -0.0244 -0.9133 1.2539 1.1730
P 1.531489 1.555897 3.455257 1.5134 0.5504 1.3828 1.1975
F 0.235129 1.462287 4.442257 0.8828 -1.0205 -0.2581 -0.3503
F 2.682309 -1.167323 -0.967813 1.6204 0.4442 -0.1905 -0.3354
F -4.150241 -3.204173 1.418877 0.3344 0.7511 -0.2489 -0.3573
F 2.634369 1.061157 4.578247 -1.4565 0.0104 -0.0914 -0.3660
F -2.135621 -2.089703 1.177017 2.1218 -0.9687 -0.4126 -0.3626
F 1.377369 0.021087 2.959147 -0.6559 -0.1644 -0.6796 -0.3486
F 4.129869 -3.098053 -1.691113 -1.5246 1.3034 0.5567 -0.3401
F 0.614269 2.584307 -1.749833 1.0109 1.8619 1.2274 -0.3608
F 2.285899 -3.209963 -0.086073 0.5601 0.4054 -2.0969 -0.3848
F -1.335911 3.922707 -2.311023 0.7649 -0.3973 0.0902 -0.3278
F 2.149919 -4.078523 -2.262193 -0.1186 0.0701 0.0137 -0.3380
F -5.241781 -1.202413 1.150927 0.5028 -0.0215 0.2986 -0.3575
F 1.680269 3.052877 3.920047 0.2613 1.0332 0.0723 -0.3315
F 0.537049 3.796867 -3.786573 -1.2997 0.8818 1.1661 -0.3710
F 0.532919 1.655397 -3.721693 -1.1887 -1.0376 0.1410 -0.3651
F -3.472451 -1.396883 2.763147 -1.3244 -0.6176 0.2819 -0.3663
F -3.179991 -0.187273 0.994727 0.4774 3.0480 -0.7197 -0.3430
F 2.693799 -2.032873 -3.206663 0.5030 -0.1281 1.0861 -0.3380
F -1.467541 2.641067 -4.197023 -0.3969 0.0027 0.3580 -0.3354
F 0.460219 2.052897 2.280037 0.2980 -0.9209 -1.2206 -0.3930
F -3.655001 -1.794903 -0.409623 -0.6581 -0.7642 -0.9410 -0.3215
F 0.986529 -2.169043 -1.756683 -1.9379 -0.2141 0.1993 -0.3672
F -1.180491 1.615017 -2.089713 -2.0809 -1.4567 0.0043 -0.3511
F 2.832969 1.751337 2.468137 -1.2805 -0.1744 -0.4846 -0.3345
```
Forces are in eV/Å.

Its spin multiplicity is 1. The value obtained for the HOMO energy is -7.50 eV. Its total charge is -2.

Number 1: strongest force on any atom 0.2258 Eh/bohr, DFT total energy -4167.60974 hartree. Number 2: strongest force on any atom 0.1233 Eh/bohr, DFT total energy -7521.45856 hartree. Number 3: strongest force on any atom 0.1432 Eh/bohr, DFT total energy -9310.75941 hartree. Number 4: strongest force on any atom 0.0774 Eh/bohr, DFT total energy -5542.37035 hartree.